(1)
{
  "formula": "C6H18OSi2",
  "method": "ωB97M-V/def2-TZVPD",
  "e_above_lowest_kcal_mol": 95.13,
  "smiles": "CC[SiH](CC)CC.O=[SiH2]",
  "max_force_ev_per_a": 3.47,
  "elements": ["C", "O", "Si", "H", "H", "C", "H", "H", "H", "C", "H", "H", "H", "H", "H", "C", "H", "H", "C", "H", "H", "H", "C", "H", "Si", "H", "H"],
  "coordinates": [[-2.317, 0.384, 0.040], [4.238, -1.138, 0.349], [3.837, -0.128, -0.651], [1.026, -1.468, -0.386], [-2.662, 0.011, 0.957], [-3.062, -0.245, -1.143], [-2.545, 1.399, 0.116], [-3.194, 0.522, -1.890], [1.279, 3.296, 1.385], [1.189, 2.511, 0.526], [4.849, 0.650, -1.395], [1.211, 0.617, 1.687], [0.597, 2.962, -0.389], [-1.472, -2.314, 1.335], [-0.180, -3.401, 0.845], [-0.321, -2.361, 1.026], [-0.236, -2.230, -1.198], [-4.137, -0.618, -0.841], [0.557, 1.249, 1.080], [-2.426, -1.112, -1.585], [-0.297, 0.643, -1.669], [2.154, 2.311, 0.109], [-0.019, -1.621, -0.281], [0.279, -1.937, 1.783], [-0.472, 0.269, -0.261], [2.422, 0.164, -1.216], [-0.296, 1.585, 1.667]],
  "nbo_charge": [-0.872, -1.143, 1.615, 0.210, 0.231, -0.607, 0.219, 0.209, 0.213, -0.598, -0.236, 0.240, 0.209, 0.188, 0.212, -0.603, 0.230, 0.212, -0.845, 0.207, -0.195, 0.186, -0.840, 0.207, 1.358, -0.237, 0.229]
}

=====

(2)
{
  "formula": "C6H19AgN5O3",
  "method": "ωB97M-V/def2-TZVPD",
  "e_above_lowest_kcal_mol": 0.00,
  "max_force_ev_per_a": 5.79,
  "charge": 1,
  "elements": ["C", "H", "H", "H", "N", "N", "H", "C", "H", "H", "H", "H", "C", "N", "O", "Ag", "H", "C", "H", "C", "O", "H", "H", "O", "H", "H", "N", "C", "H", "H", "H", "H", "N", "H"],
  "coordinates": [[4.126, -17.342, 22.541], [0.119, -18.138, 21.866], [3.806, -19.484, 25.184], [1.291, -21.297, 23.349], [4.057, -16.229, 21.867], [0.334, -16.939, 29.518], [1.245, -17.223, 29.848], [2.099, -20.571, 25.282], [5.111, -18.995, 22.854], [-1.649, -16.257, 28.918], [2.792, -20.270, 23.342], [0.174, -21.519, 25.893], [1.798, -20.426, 23.763], [-0.977, -16.125, 28.176], [1.027, -16.874, 27.384], [1.513, -17.625, 25.167], [2.663, -21.491, 25.129], [0.207, -16.648, 28.238], [-0.486, -17.215, 30.040], [0.809, -20.661, 26.118], [1.024, -19.267, 23.448], [3.382, -19.987, 26.601], [4.575, -16.181, 21.002], [3.455, -17.551, 23.530], [-1.335, -15.836, 27.277], [0.981, -20.882, 27.171], [5.114, -18.155, 22.294], [0.733, -19.015, 22.074], [5.598, -17.916, 21.440], [1.624, -18.957, 21.448], [0.099, -19.862, 21.808], [3.488, -15.493, 22.261], [3.007, -19.497, 25.801], [0.291, -19.703, 26.126]],
  "nbo_charge": [0.763, 0.206, 0.370, 0.195, -0.813, -0.826, 0.405, -0.076, 0.418, 0.400, 0.164, 0.236, -0.059, -0.797, -0.726, 0.909, 0.193, 0.782, 0.391, -0.636, -0.602, 0.377, 0.397, -0.762, 0.397, 0.223, -0.806, -0.248, 0.396, 0.177, 0.184, 0.426, -0.865, 0.206]
}

=====

(3)
{
  "formula": "C6H19BrN3O3V",
  "method": "ωB97M-V/def2-TZVPD",
  "max_force_ev_per_a": 5.43,
  "spin_multiplicity": 4,
  "charge": 1,
  "s_squared": 3.78,
  "e_tot_ha": -4147.60939,
  "elements": ["C", "H", "C", "Br", "H", "H", "C", "H", "C", "H", "N", "H", "V", "H", "H", "H", "H", "H", "O", "H", "N", "H", "N", "H", "C", "H", "O", "C", "H", "O", "H", "H", "H"],
  "coordinates": [[-3.228, -0.039, 0.855], [-0.821, 0.723, -4.070], [0.964, 0.449, -2.062], [0.484, 0.987, 2.589], [0.053, -1.250, 2.003], [-3.757, 0.940, 2.493], [-0.871, 1.277, -3.133], [-2.056, 0.979, 2.106], [2.391, 0.772, -1.560], [2.911, 1.185, -2.424], [2.318, 1.749, -0.516], [2.677, -0.735, -0.286], [2.565, 0.431, 3.938], [4.272, -0.196, -1.046], [1.737, 2.479, -0.902], [-1.358, 0.062, 0.418], [-0.782, -3.718, 3.208], [-0.425, -2.151, 4.008], [-4.381, -0.300, 0.514], [-1.737, -2.260, 2.824], [-2.226, -0.237, -0.004], [0.473, -0.134, -1.282], [-2.969, 0.565, 1.985], [-1.498, 0.808, -2.375], [3.226, -0.469, -1.189], [-1.407, 2.213, -3.294], [0.181, -2.195, 2.112], [-0.747, -2.635, 3.086], [3.206, -1.362, -1.813], [0.351, 1.646, -2.560], [1.731, 1.322, 0.186], [1.073, -0.236, -2.902], [-2.349, -0.669, -0.908]],
  "mulliken_spin": [0.000, 0.000, 0.000, -0.090, -0.008, 0.000, 0.000, -0.002, 0.001, 0.000, -0.003, 0.002, 3.104, 0.000, 0.000, 0.001, 0.000, -0.002, -0.001, 0.000, 0.000, 0.000, -0.001, 0.000, -0.001, 0.000, 0.003, 0.003, 0.000, 0.000, -0.005, 0.000, 0.000]
}

=====

(4)
{
  "formula": "C6H19K4O11",
  "method": "ωB97M-V/def2-TZVPD",
  "max_force_ev_per_a": 4.75,
  "spin_multiplicity": 2,
  "charge": 2,
  "s_squared": 0.76,
  "e_tot_ha": -3467.00432,
  "elements": ["O", "C", "H", "H", "O", "H", "O", "O", "H", "O", "H", "H", "H", "O", "H", "C", "O", "K", "O", "K", "H", "O", "H", "H", "H", "K", "C", "K", "C", "H", "H", "H", "C", "H", "H", "H", "C", "H", "O", "O"],
  "coordinates": [[-4.212, -0.800, -3.411], [0.579, 0.196, 0.325], [-2.820, -0.275, -0.408], [1.668, 0.776, -2.498], [2.119, -1.104, -1.097], [0.735, 0.993, 4.055], [1.501, 1.592, -2.970], [-0.408, -2.498, 2.431], [3.913, 1.280, -1.378], [-4.475, -1.968, -1.597], [-3.065, 1.038, -1.487], [-1.587, 3.499, -0.365], [0.995, 2.216, 3.201], [1.315, 1.330, 3.372], [-2.932, -2.020, 3.371], [-1.508, -2.635, 1.816], [2.738, 0.766, -0.280], [0.927, -3.615, -1.118], [-1.728, 3.092, -1.220], [3.734, 1.226, 2.432], [-2.770, -0.892, 2.055], [2.222, -1.517, 2.827], [1.318, -1.431, 2.524], [0.916, 1.340, -3.685], [0.205, 1.216, 0.237], [4.724, -1.273, -2.015], [-2.957, -0.046, -1.464], [1.842, 3.441, -0.805], [1.889, -0.104, -0.414], [-2.006, -0.177, -1.980], [-0.140, -0.318, -0.313], [3.897, 2.345, -2.455], [-2.772, -1.955, 2.294], [2.639, -2.088, 2.181], [-3.618, -2.417, 1.785], [0.494, -0.270, 1.307], [-3.984, -0.983, -2.149], [-2.220, 3.745, -1.718], [4.421, 1.619, -2.115], [-1.587, -3.325, 0.730]],
  "mulliken_spin": [0.799, 0.000, 0.009, 0.000, 0.000, 0.000, 0.000, 0.000, 0.000, 0.246, 0.005, 0.000, 0.000, 0.000, 0.000, 0.000, 0.000, 0.000, 0.000, 0.000, 0.000, 0.000, 0.000, 0.000, 0.000, 0.000, -0.011, 0.000, 0.000, 0.004, 0.000, 0.000, 0.000, 0.000, 0.000, 0.000, -0.051, 0.000, 0.000, 0.000]
}

=====

(5)
{
  "formula": "C6H19N6P",
  "method": "ωB97M-V/def2-TZVPD",
  "e_above_lowest_kcal_mol": 0.00,
  "smiles": "CN(C)P(N=[N+]=N)(N(C)C)=[N+](C)C",
  "max_force_ev_per_a": 4.10,
  "charge": 2,
  "elements": ["H", "H", "C", "H", "H", "P", "H", "H", "C", "N", "N", "N", "H", "H", "H", "H", "H", "C", "N", "N", "N", "H", "C", "H", "H", "H", "H", "H", "C", "H", "C", "H"],
  "coordinates": [[-0.970, 2.266, -2.482], [-1.665, -1.456, -1.847], [-0.089, 1.733, -2.227], [2.934, 0.512, 0.931], [3.625, -3.535, -0.338], [-0.042, 0.036, -0.056], [-0.282, -1.111, -2.945], [1.015, 2.594, 2.095], [-2.574, -0.858, 0.518], [2.143, -2.149, -0.301], [0.983, 0.956, 0.872], [2.962, -2.857, 0.011], [-0.835, -2.303, 2.152], [-0.320, 2.682, 1.102], [0.376, 1.585, -3.149], [-0.245, 1.541, 2.427], [0.099, -0.688, 2.698], [-0.927, -1.156, 2.306], [-1.221, -0.565, 0.922], [1.402, -1.335, -0.561], [-0.596, 0.415, -1.504], [-1.829, -0.240, -3.021], [2.339, 1.116, 0.363], [-2.921, -0.383, -0.452], [-2.908, -1.880, 0.447], [0.421, 2.135, -1.362], [-3.183, -0.399, 1.179], [-1.850, -0.903, 2.923], [-1.074, -0.683, -2.348], [2.383, 0.769, -0.626], [0.275, 1.977, 1.645], [2.575, 2.184, 0.626]],
  "nbo_charge": [0.240, 0.239, -0.348, 0.213, 0.490, 2.312, 0.228, 0.250, -0.435, 0.416, -0.754, -0.299, 0.239, 0.222, 0.241, 0.226, 0.241, -0.428, -0.758, -0.336, -0.810, 0.255, -0.405, 0.236, 0.239, 0.203, 0.233, 0.262, -0.448, 0.210, -0.425, 0.251]
}

=====

(6)
{
  "formula": "C6H19NO2",
  "method": "ωB97M-V/def2-TZVPD",
  "e_above_lowest_kcal_mol": 84.13,
  "smiles": "CN[C@@H](C)C(C)C.O.O",
  "max_force_ev_per_a": 8.46,
  "elements": ["H", "C", "H", "C", "H", "O", "C", "H", "H", "H", "C", "O", "H", "H", "H", "N", "H", "H", "H", "H", "H", "H", "C", "H", "H", "H", "C", "H"],
  "coordinates": [[-2.262, 0.718, -1.140], [-0.707, 0.287, 2.780], [-0.362, -0.567, 2.540], [-1.256, 0.990, -0.840], [2.601, 1.017, -0.610], [1.326, -3.182, -0.904], [1.839, 0.251, -0.459], [0.438, 2.832, -0.343], [-0.856, -0.788, 0.341], [1.323, -0.042, -1.410], [-0.673, 0.365, 0.428], [-0.986, -1.524, -2.760], [2.327, -0.692, -0.090], [-0.059, 0.819, 3.398], [1.065, 0.228, 1.518], [-1.361, 0.807, 1.600], [-1.718, 0.060, 3.351], [1.909, 2.529, 0.586], [-1.405, 2.224, -0.714], [-1.051, -2.400, -2.930], [0.372, 2.824, 1.275], [1.004, -3.973, -1.551], [0.849, 2.200, 0.513], [-0.696, 0.892, -1.755], [0.565, -3.157, -0.323], [-1.290, 1.765, 1.720], [0.815, 0.737, 0.529], [-0.298, -1.269, -3.461]],
  "nbo_charge": [0.224, -0.418, 0.174, -0.600, 0.209, -0.925, -0.604, 0.226, 0.187, 0.211, -0.043, -0.918, 0.219, 0.188, 0.209, -0.615, 0.192, 0.208, 0.176, 0.454, 0.205, 0.460, -0.637, 0.214, 0.467, 0.349, -0.280, 0.468]
}

=====

(7)
{
  "formula": "C6H19NO2",
  "method": "ωB97M-V/def2-TZVPD",
  "e_above_lowest_kcal_mol": 23.74,
  "max_force_ev_per_a": 7.10,
  "spin_multiplicity": 2,
  "charge": 1,
  "s_squared": 0.75,
  "elements": ["O", "H", "N", "H", "H", "H", "H", "O", "H", "H", "C", "H", "H", "H", "H", "H", "H", "C", "H", "C", "C", "H", "C", "H", "H", "C", "H", "H"],
  "coordinates": [[0.999, 2.128, 2.914], [-1.632, 1.350, 0.511], [-1.658, 1.895, -0.369], [-0.467, -1.381, 1.128], [-2.047, 1.815, -2.265], [-2.069, 0.295, -1.677], [0.915, 2.981, 3.104], [-1.821, -0.231, 2.082], [0.180, -3.112, 1.455], [1.150, 1.884, 1.974], [0.655, -1.271, -1.148], [-2.027, -0.885, 1.377], [0.472, 1.975, -2.306], [0.108, 0.518, -2.980], [-0.339, -1.604, -1.201], [-1.053, -0.636, 2.464], [1.391, -3.082, -0.310], [0.044, 0.981, -2.061], [-1.065, 2.692, -0.277], [-1.413, 1.175, -1.625], [1.343, -2.073, 0.093], [0.837, 0.663, -0.113], [0.933, 0.267, -1.076], [1.926, 0.499, -1.317], [1.003, -1.621, 2.158], [0.441, -2.029, 1.323], [2.299, -1.559, 0.345], [0.894, -1.632, -2.203]],
  "mulliken_spin": [0.000, 0.000, 0.853, 0.001, 0.045, 0.002, 0.000, 0.005, 0.000, 0.000, 0.001, 0.000, -0.001, -0.002, -0.001, -0.001, 0.000, 0.094, -0.017, 0.013, 0.000, -0.015, 0.021, 0.002, 0.000, -0.001, 0.000, 0.001]
}